C4H8NS | ωB97M-V/def2-TZVPD

Cartesian coordinates (Å):
C 0.732 -0.214 1.434
C 0.983 -0.413 -0.180
C -0.064 0.244 -1.018
N -1.424 0.143 -0.380
C -0.819 1.407 0.212
S 0.233 1.485 1.574
H 0.023 -0.843 1.817
H 1.646 -0.243 1.994
H 1.875 0.004 -0.553
H 1.007 -1.518 -0.604
H 0.011 0.581 -2.064
H -2.285 0.069 -0.742
H -1.402 -0.665 0.285
H -1.103 2.294 -0.311

As for the spin multiplicity: 1. The value obtained for the energy above the lowest of the compared OMol25 structures with the same formula, charge and spin is 2.224 eV. The charge is +1. The calculation puts the lowest unoccupied orbital energy at -3.5 eV. As for the orbital gap: 9.73 eV. Its structure (SMILES) is C1C[C@H]2[NH2+][C@H]2S1.

C16H38BrN3O3P | ωB97M-V/def2-TZVPD

Cartesian coordinates (Å):
C 4.237 1.171 -0.153
C 2.758 0.859 -0.396
O 2.342 -0.085 0.595
C 0.994 -0.358 0.727
C 0.830 -1.851 1.105
C 2.092 -2.701 1.200
C 1.674 -4.178 1.279
Br 3.194 -2.357 2.757
C 0.183 -0.068 -0.529
N -1.189 -0.523 -0.328
C -1.829 -0.056 0.902
C -3.198 0.609 0.613
C -4.399 -0.271 0.992
C -5.679 0.346 0.381
C -4.532 -0.298 2.526
C -0.989 0.964 1.668
N 0.481 0.620 1.800
P 0.940 0.140 3.550
N 0.594 1.693 4.191
O -0.392 -0.613 4.023
H 4.431 2.199 -0.460
H 4.875 0.546 -0.772
H 4.487 1.053 0.897
H 2.214 1.807 -0.329
H 2.677 0.450 -1.401
H 0.298 -2.288 0.260
H 0.181 -2.008 1.967
H 2.678 -2.585 0.293
H 1.269 -4.423 2.256
H 2.541 -4.797 1.062
H 0.929 -4.381 0.508
H 0.631 -0.650 -1.332
H 0.187 0.999 -0.780
H -1.753 -0.283 -1.127
H -2.043 -0.906 1.555
H -3.243 0.953 -0.421
H -3.279 1.512 1.227
H -4.253 -1.285 0.621
H -6.286 -0.409 -0.113
H -6.266 0.868 1.134
H -5.432 1.090 -0.378
H -3.873 -1.051 2.966
H -5.553 -0.539 2.813
H -4.269 0.668 2.959
H -1.439 1.111 2.645
H -1.064 1.928 1.164
H 0.996 1.483 1.627
H 1.010 1.685 5.122
H 1.108 2.415 3.691
H -1.141 -0.020 4.179
C 0.774 1.670 -4.382
C 2.162 1.063 -4.515
C 2.512 0.778 -5.965
O 2.253 -0.137 -3.737
H 0.019 0.978 -4.764
H 0.541 1.871 -3.334
H 0.694 2.604 -4.938
H 2.901 1.744 -4.088
H 1.805 0.061 -6.392
H 3.508 0.345 -6.041
H 2.481 1.687 -6.565
H 1.617 -0.765 -4.093

As for the spin multiplicity: 1. The charge is +1. The calculation puts the lowest unoccupied orbital energy at -2.6 eV. As for the orbital gap: 9.47 eV.

C8H12Cl2Si | ωB97M-V/def2-TZVPD

Cartesian coordinates (Å):
C -0.287 1.891 -0.498
C -1.519 1.434 -0.796
C 1.137 1.476 -0.137
C -2.141 0.052 -0.859
C 1.601 1.339 1.291
C 1.797 0.149 0.419
C -0.639 -1.538 1.688
C 0.485 -2.002 -1.454
Si -0.063 -0.896 -0.008
Cl 3.366 -0.273 -0.212
Cl -3.526 -0.090 0.222
H -0.246 2.979 -0.560
H -2.235 2.228 -1.004
H 1.813 2.077 -0.741
H -2.410 -0.267 -1.858
H 2.481 1.897 1.581
H 0.855 1.270 2.071
H -1.427 -0.918 2.105
H -1.040 -2.541 1.585
H 0.180 -1.577 2.400
H -0.358 -2.497 -1.924
H 1.006 -1.426 -2.213
H 1.169 -2.766 -1.097

As for the spin multiplicity: 1. The value obtained for the energy above the lowest of the compared OMol25 structures with the same formula, charge and spin is 5.488 eV. The calculation puts the lowest unoccupied orbital energy at 0.3 eV. As for the orbital gap: 8.77 eV.

C17H28BrCoO9 | ωB97M-V/def2-TZVPD

Cartesian coordinates (Å):
Co -0.865 0.463 1.192
Br -2.524 2.027 2.195
O -0.648 1.248 -0.783
C -0.743 1.431 -1.968
O -0.965 2.650 -2.426
C -1.060 2.692 -3.863
C -0.566 1.323 -4.343
C -0.608 0.447 -3.097
H -0.444 3.489 -4.265
H -2.110 2.875 -4.088
H 0.475 1.452 -4.646
H -1.123 0.932 -5.188
H 0.263 -0.190 -2.951
H -1.440 -0.263 -3.106
O 0.517 -0.931 0.471
C 1.468 -1.469 -0.037
O 2.691 -1.161 0.392
C 3.712 -1.955 -0.233
C 2.989 -2.941 -1.168
C 1.511 -2.587 -1.050
H 4.286 -2.427 0.562
H 4.394 -1.310 -0.783
H 3.188 -3.983 -0.935
H 3.338 -2.762 -2.184
H 0.887 -3.367 -0.611
H 1.040 -2.270 -1.977
O -2.546 -0.972 0.612
C -2.757 -1.896 -0.126
O -1.825 -2.345 -0.988
C -2.300 -3.477 -1.736
C -3.480 -3.993 -0.907
C -4.013 -2.736 -0.258
H -1.529 -4.246 -1.787
H -2.513 -3.172 -2.760
H -3.102 -4.678 -0.145
H -4.240 -4.560 -1.443
H -4.407 -2.922 0.739
H -4.752 -2.204 -0.855
O 0.809 1.662 1.894
C 1.285 2.679 2.316
O 2.601 2.756 2.593
C 2.932 4.096 2.995
C 1.773 4.964 2.547
C 0.599 4.008 2.545
H 3.872 4.421 2.552
H 3.084 4.134 4.076
H 1.944 5.372 1.546
H 1.597 5.847 3.160
H -0.111 4.117 1.729
H 0.111 3.993 3.520
C 0.195 -0.600 3.998
O -0.777 -0.638 2.959
H 0.305 -1.571 4.489
H 1.160 -0.300 3.602
H -0.096 0.085 4.800
H -1.482 -1.237 3.223

As for the spin multiplicity: 4. The value obtained for the energy above the lowest of the compared OMol25 structures with the same formula, charge and spin is 0.000 eV. The charge is +1. The calculation puts the lowest unoccupied orbital energy (spin up / spin down) at -2.1 / -2.1 eV. As for the orbital gap (spin up / spin down): 8.40 / 8.31 eV.

C52H57GeMoNPSi2 | ωB97M-V/def2-TZVPD

Cartesian coordinates (Å):
Mo -0.190 -0.682 -0.398
C -2.945 3.043 -3.864
C -1.731 3.533 -3.117
C -1.286 4.827 -3.377
C -0.214 5.390 -2.700
C 0.447 4.647 -1.735
C 0.037 3.350 -1.483
C -1.038 2.773 -2.156
P -1.405 1.047 -1.600
C -1.964 0.211 -3.135
C -3.216 -0.409 -3.178
C -3.612 -1.154 -4.273
C -2.750 -1.318 -5.347
C -1.499 -0.721 -5.312
C -1.090 0.048 -4.229
C 0.250 0.729 -4.269
C -2.900 1.293 -0.590
C -3.613 2.482 -0.460
C -4.600 2.609 0.506
C -4.853 1.549 1.368
C -4.131 0.371 1.256
C -3.148 0.207 0.277
C -2.329 -1.026 0.144
H -3.522 3.894 -4.231
H -3.587 2.441 -3.225
H -2.664 2.430 -4.722
H -1.811 5.414 -4.124
H 0.089 6.406 -2.919
H 1.272 5.081 -1.184
H 0.546 2.739 -0.744
H -3.891 -0.288 -2.338
H -4.591 -1.618 -4.288
H -3.047 -1.913 -6.202
H -0.818 -0.859 -6.145
H 0.965 0.160 -4.864
H 0.648 0.848 -3.262
H 0.159 1.729 -4.704
H -3.379 3.332 -1.089
H -5.150 3.539 0.600
H -5.614 1.648 2.133
H -4.319 -0.442 1.950
H -2.680 -1.588 -0.742
H -2.521 -1.671 1.009
C 0.045 -5.925 -1.430
Si -0.632 -4.154 -1.174
C -1.011 -3.517 -2.924
C -2.227 -4.531 -0.221
C 0.465 -2.883 -0.353
C 1.578 -2.505 -1.264
C 2.557 -3.310 -1.837
C 3.575 -2.728 -2.577
C 3.592 -1.341 -2.702
C 2.581 -0.598 -2.135
N 1.566 -1.163 -1.466
Si 1.199 -3.367 1.307
C 2.805 -2.397 1.586
C 1.731 -5.191 1.492
C -0.043 -3.025 2.684
H -0.749 -6.568 -1.818
H 0.374 -6.352 -0.481
H 0.884 -5.980 -2.128
H -1.819 -4.073 -3.406
H -0.127 -3.599 -3.562
H -1.303 -2.464 -2.911
H -2.854 -5.211 -0.804
H -2.816 -3.646 0.016
H -1.982 -5.031 0.721
H 2.519 -4.381 -1.680
H 4.352 -3.335 -3.023
H 4.391 -0.841 -3.233
H 2.581 0.484 -2.187
H 3.626 -2.785 0.976
H 3.104 -2.447 2.635
H 2.651 -1.349 1.320
H 2.343 -5.520 0.647
H 0.867 -5.857 1.559
H 2.329 -5.324 2.398
H -0.282 -1.962 2.676
H 0.364 -3.283 3.665
H -0.974 -3.580 2.538
C 0.422 0.299 1.032
Ge 1.283 1.206 2.458
C 3.119 1.708 1.876
C 4.323 1.190 2.346
C 5.534 1.528 1.754
C 5.564 2.381 0.661
C 4.374 2.911 0.179
C 3.174 2.578 0.786
C 1.161 0.285 4.216
C -0.137 0.143 4.707
C -0.400 -0.567 5.867
C 0.644 -1.151 6.571
C 1.945 -0.991 6.121
C 2.197 -0.280 4.954
C 0.353 2.905 2.872
C 0.794 3.701 3.927
C 0.133 4.873 4.262
C -0.990 5.263 3.540
C -1.447 4.473 2.495
C -0.778 3.301 2.164
H 4.331 0.503 3.181
H 6.457 1.119 2.148
H 6.506 2.627 0.187
H 4.385 3.581 -0.673
H 2.249 3.003 0.411
H -0.958 0.594 4.157
H -1.420 -0.681 6.215
H 0.445 -1.734 7.462
H 2.770 -1.426 6.674
H 3.222 -0.169 4.628
H 1.667 3.393 4.496
H 0.482 5.476 5.091
H -1.505 6.181 3.796
H -2.333 4.764 1.944
H -1.138 2.674 1.351

As for the spin multiplicity: 1. The value obtained for the energy above the lowest of the compared OMol25 structures with the same formula, charge and spin is 0.000 eV. The charge is -1. The calculation puts the lowest unoccupied orbital energy (spin up / spin down) at 2.5 / 2.5 eV. As for the orbital gap (spin up / spin down): 5.63 / 5.63 eV.

C8H13LaN | ωB97M-V/def2-TZVPD

Cartesian coordinates (Å):
C -0.592 -1.044 -1.907
C -1.055 0.304 -1.788
C -1.964 0.373 -0.697
C -2.050 -0.920 -0.110
C -1.206 -1.799 -0.851
La 0.909 -0.359 0.294
N 0.834 -3.100 0.640
C 2.088 1.748 0.119
C 1.272 2.527 -0.661
H -2.605 1.222 -0.458
H -0.828 1.120 -2.479
H -2.725 -1.215 0.690
H -1.117 -2.871 -0.695
H 0.029 -1.449 -2.707
H 0.983 2.262 -1.692
H 2.205 1.921 1.204
H 1.605 -3.821 0.640
H 0.946 3.527 -0.342
H 2.816 1.013 -0.297
C 0.204 0.047 2.503
H -0.247 -0.783 3.100
H -0.547 0.842 2.407
H 1.046 0.457 3.087

As for the spin multiplicity: 1. The value obtained for the energy above the lowest of the compared OMol25 structures with the same formula, charge and spin is 1.327 eV. The charge is -1. The calculation puts the lowest unoccupied orbital energy (spin up / spin down) at 2.3 / 2.1 eV. As for the orbital gap (spin up / spin down): 3.33 / 3.09 eV.

C47H48Br2F7N3O6 | ωB97M-V/def2-TZVPD

Cartesian coordinates (Å):
C -0.537 -1.160 -0.371
N -0.654 0.299 -0.476
O -1.703 0.838 -0.738
O 0.376 0.932 -0.226
H 0.514 -1.432 -0.265
H -1.015 -1.659 -1.213
H -1.105 -1.397 0.529
C -4.725 -0.026 -2.625
N -4.217 -1.285 -2.049
O -5.090 -2.004 -1.539
O -2.993 -1.630 -2.206
H -4.267 0.769 -2.036
H -5.809 0.056 -2.547
H -4.458 0.100 -3.675
C -3.353 -3.060 -5.372
N -4.591 -3.792 -5.476
O -5.483 -3.528 -4.678
O -4.689 -4.634 -6.430
H -3.481 -2.289 -4.612
H -3.116 -2.668 -6.362
H -2.630 -3.815 -5.064
F 3.953 6.521 1.695
C 2.822 5.815 1.529
C 2.748 4.813 0.582
C 1.552 4.078 0.344
C 0.468 4.385 1.137
C 0.513 5.306 2.195
C 1.739 6.013 2.338
H 3.616 4.675 -0.046
H 1.478 3.440 -0.525
H -0.422 3.786 1.013
H -0.327 5.477 2.852
H 1.860 6.736 3.131
F 3.207 -2.867 -4.331
C 3.476 -2.760 -3.054
C 3.984 -3.870 -2.354
C 4.489 -3.665 -1.050
C 4.423 -2.418 -0.472
C 3.898 -1.353 -1.132
C 3.476 -1.483 -2.446
H 4.092 -4.858 -2.777
H 4.829 -4.498 -0.453
H 4.736 -2.303 0.555
H 3.962 -0.371 -0.686
H 3.128 -0.622 -2.997
F -2.823 5.225 0.925
C -2.578 5.512 -0.382
C -2.458 6.819 -0.821
C -2.241 7.001 -2.197
C -2.084 5.894 -3.082
C -2.214 4.658 -2.563
C -2.412 4.420 -1.195
H -2.680 7.623 -0.136
H -2.141 7.973 -2.658
H -1.853 6.054 -4.125
H -2.215 3.801 -3.220
H -2.486 3.423 -0.786
F 1.246 -2.410 4.682
C 2.027 -3.359 5.170
C 2.463 -3.443 6.500
C 3.304 -4.482 6.934
C 3.782 -5.345 6.013
C 3.402 -5.304 4.652
C 2.581 -4.286 4.225
H 2.037 -2.789 7.247
H 3.696 -4.465 7.940
H 4.501 -6.094 6.311
H 3.834 -6.026 3.975
H 2.244 -4.276 3.199
F -0.581 -5.282 -2.614
C -0.422 -4.968 -1.276
C 0.922 -4.916 -0.791
C 1.139 -4.561 0.520
C 0.073 -4.306 1.395
C -1.216 -4.499 0.978
C -1.465 -4.790 -0.388
H 1.693 -5.020 -1.541
H 2.159 -4.423 0.847
H 0.266 -3.993 2.410
H -2.019 -4.351 1.684
H -2.476 -4.858 -0.763
F 3.377 -1.208 2.418
C 3.447 0.156 2.591
C 2.332 0.924 3.060
C 2.513 2.323 3.277
C 3.720 2.950 2.898
C 4.827 2.165 2.465
C 4.594 0.775 2.326
H 1.417 0.384 3.255
H 1.681 2.896 3.660
H 3.871 4.008 3.052
H 5.765 2.637 2.213
H 5.473 0.197 2.082
F -5.672 1.336 0.208
C -4.734 1.145 1.167
C -3.980 2.231 1.586
C -2.973 2.124 2.507
C -2.780 0.857 3.165
C -3.540 -0.211 2.699
C -4.468 -0.073 1.662
H -4.245 3.162 1.107
H -2.343 2.988 2.664
H -2.027 0.708 3.924
H -3.285 -1.181 3.100
H -4.874 -0.911 1.116
Br -0.113 -0.705 -4.437
C -1.052 1.031 -4.708
C -0.835 1.690 -6.056
Br -2.120 3.147 -6.114
H -0.758 1.761 -3.954
H -2.105 0.768 -4.610
H -0.924 0.988 -6.886
H 0.129 2.194 -6.117

As for the spin multiplicity: 1. The calculation puts the lowest unoccupied orbital energy at -0.5 eV. As for the orbital gap: 8.53 eV. Its structure (SMILES) is C[N+](=O)[O-].C[N+](=O)[O-].C[N+](=O)[O-].Fc1ccccc1.Fc1ccccc1.Fc1ccccc1.Fc1ccccc1.Fc1ccccc1.Fc1ccccc1.Fc1ccccc1.BrCCBr.

C5H3N3O | ωB97M-V/def2-TZVPD

Cartesian coordinates (Å):
C 0.219 -1.157 -0.475
C 1.348 -0.541 -0.913
C 0.780 1.469 0.017
C -0.732 -0.420 0.277
C -0.489 1.019 0.585
N -2.813 -1.171 1.197
N 1.610 0.763 -0.660
N -1.822 -0.931 0.723
O -1.251 1.718 1.224
H 0.019 -2.197 -0.683
H 2.099 -1.059 -1.488
H 1.031 2.506 0.195

As for the spin multiplicity: 1. The value obtained for the energy above the lowest of the compared OMol25 structures with the same formula, charge and spin is 0.994 eV. The calculation puts the lowest unoccupied orbital energy (spin up / spin down) at -1.0 / -1.0 eV. As for the orbital gap (spin up / spin down): 7.66 / 7.66 eV.

What is the spin multiplicity in the fourth record?
4